Entry 1:
A molecular structure, C20H28Cl5O6STi, computed with ωB97M-V with the def2-TZVPD basis set.

Results
Charge: +1
Gap between HOMO and LUMO (alpha / beta) (eV): 6.782 / 8.365
Multiplicity: 3
HOMO energy (alpha / beta) (Eh): -0.3285 / -0.3867

Each line ends with the natural charge from an NBO analysis.
Positions of all 61 atoms, in Å:
Ti -0.130 -0.171 0.409  1.127
Cl -2.621 -4.533 5.128  0.067
Cl -2.317 -3.045 -0.039  0.029
Cl -3.450 -4.916 2.152  0.057
Cl 0.607 -0.465 3.683  0.039
Cl -0.596 -2.283 5.893  0.058
S 1.241 3.138 -1.952  1.221
O 1.898 -1.121 0.384  -0.593
O -0.042 -1.189 -1.517  -0.603
O 0.780 1.711 -1.834  -0.989
O 1.328 1.368 0.931  -0.620
O -1.180 1.407 1.732  -0.567
O -1.857 0.611 -0.684  -0.617
C 1.297 -1.437 -1.950  -0.076
C 1.922 3.454 -4.551  -0.413
C 2.975 -0.361 0.929  -0.067
C -0.911 -1.789 1.897  -0.503
C 2.069 -1.969 -0.753  -0.064
C -1.971 -3.504 3.914  -0.091
C 2.718 1.126 0.716  -0.065
C 0.920 2.481 1.727  -0.062
C -0.560 2.664 1.465  -0.071
C 0.062 3.971 -3.076  -0.594
C -1.813 -2.811 1.620  -0.093
C -2.898 1.328 -0.023  -0.081
C -0.559 -1.694 3.239  -0.085
C -2.196 -0.140 -1.858  -0.069
C -2.344 -3.670 2.581  -0.081
C -2.581 1.319 1.474  -0.072
C -1.068 -2.501 4.254  -0.083
C 2.572 3.184 -3.200  -0.596
C -0.908 -0.618 -2.509  -0.076
C 0.848 4.501 -4.269  -0.412
H 1.729 -0.506 -2.326  0.205
H -0.613 3.161 -3.361  0.239
H -0.493 4.729 -2.527  0.243
H 1.099 2.264 2.782  0.215
H -2.724 0.494 -2.575  0.201
H 3.327 1.706 1.413  0.210
H -0.970 3.438 2.118  0.209
H -2.943 2.339 -0.437  0.190
H 2.955 1.429 -0.306  0.190
H -3.866 0.846 -0.179  0.215
H 0.192 4.669 -5.123  0.241
H -0.393 0.220 -2.978  0.220
H -3.119 2.126 1.977  0.203
H 1.470 2.541 -4.944  0.214
H 3.928 -0.649 0.480  0.201
H 2.655 3.802 -5.278  0.240
H 3.248 3.989 -2.910  0.237
H 3.123 -2.063 -1.022  0.204
H 1.308 -2.190 -2.743  0.206
H -1.154 -1.373 -3.261  0.207
H -2.876 0.365 1.909  0.235
H -2.838 -0.972 -1.570  0.220
H 1.684 -2.948 -0.467  0.222
H -0.715 2.948 0.418  0.188
H 1.462 3.382 1.433  0.204
H 3.094 2.232 -3.120  0.247
H 1.316 5.456 -4.023  0.216
H 2.997 -0.586 1.994  0.222


Entry 2:
C16H24O8P2 in the gas phase, computed with ωB97M-V with the def2-TZVPD basis set.

Results
Gap between HOMO and LUMO (eV): 9.628
SMILES string: COC(=O)CC[P@@](=O)(O)Cc1ccccc1C[P@](=O)(O)CCC(=O)OC
HOMO energy (Eh): -0.3334

Each line ends with the natural charge from an NBO analysis.
Positions of all 50 atoms, in Å:
P 1.182 -1.472 -0.834  2.165
P -2.225 0.072 -0.865  2.190
O 0.979 -0.673 -2.066  -1.130
O -1.390 0.542 -2.129  -1.025
O 4.159 -1.127 1.102  -0.529
O 0.178 -2.691 -0.687  -1.014
O -5.846 -1.606 0.729  -0.587
O -4.113 -0.214 1.025  -0.539
O 5.533 -0.007 -0.261  -0.591
O -2.108 -1.388 -0.619  -1.161
C -1.619 1.109 0.556  -0.804
C -0.290 1.715 0.233  -0.053
C 3.947 -1.522 -1.239  -0.525
C 0.972 -0.446 0.703  -0.842
C -4.912 -0.471 -1.174  -0.512
C -0.256 3.038 -0.198  -0.186
C 2.769 -2.394 -0.841  -0.779
C 0.907 0.999 0.317  0.073
C 4.774 -0.491 2.215  -0.265
C 2.094 1.637 -0.027  -0.227
C 2.116 2.950 -0.452  -0.191
C -5.031 -0.847 0.280  0.814
C -4.050 -0.567 2.400  -0.271
C -3.897 0.629 -1.412  -0.770
C 0.930 3.656 -0.541  -0.210
C 4.634 -0.792 -0.108  0.798
H -5.031 -0.907 2.739  0.220
H 5.860 -0.553 2.133  0.205
H -0.749 -2.352 -0.725  0.542
H -4.181 1.544 -0.893  0.237
H -0.501 0.114 -2.187  0.543
H 2.925 -2.892 0.113  0.256
H 4.424 -1.017 3.100  0.197
H 3.617 -0.774 -1.967  0.265
H 4.483 0.561 2.257  0.194
H 1.818 -0.632 1.364  0.263
H 0.927 4.682 -0.879  0.215
H 3.054 3.413 -0.720  0.217
H -1.580 0.466 1.432  0.246
H -3.741 0.321 2.949  0.192
H -2.349 1.895 0.741  0.250
H -4.598 -1.379 -1.697  0.258
H 4.724 -2.118 -1.727  0.250
H 2.600 -3.158 -1.604  0.260
H -1.184 3.586 -0.273  0.204
H -5.904 -0.202 -1.545  0.244
H 3.019 1.084 0.028  0.200
H -3.810 0.845 -2.477  0.261
H 0.065 -0.795 1.194  0.255
H -3.325 -1.371 2.536  0.196


Entry 3:
10 unconnected molecules or ions with the total composition CH21NO11, computed with ωB97M-V with the def2-TZVPD basis set.

Results
Gap between HOMO and LUMO (eV): 9.573
HOMO energy (Eh): -0.3739

Each line ends with the natural charge from an NBO analysis.
Positions of all 34 atoms, in Å:
O 14.090 25.308 38.784  -0.980
O 12.167 23.954 41.362  -0.812
O 10.991 27.372 39.437  -0.953
O 6.516 24.331 42.030  -0.926
O 11.707 21.071 39.272  -0.941
O 12.435 25.981 42.423  -0.997
O 10.055 23.652 40.903  -0.778
O 7.526 23.660 39.520  -0.985
O 10.236 24.854 37.158  -0.922
O 11.433 24.786 39.534  -0.790
O 14.506 23.102 42.573  -0.959
N 10.633 23.236 43.669  -0.932
C 11.268 24.065 40.512  1.000
H 13.878 23.245 41.783  0.484
H 12.236 21.734 39.839  0.468
H 6.355 25.129 41.900  0.437
H 7.428 24.507 38.930  0.510
H 11.523 27.364 38.713  0.451
H 10.487 22.876 44.622  0.442
H 7.022 24.124 41.224  0.476
H 10.487 24.848 37.973  0.461
H 12.402 25.153 41.853  0.463
H 11.124 26.412 39.577  0.474
H 13.264 24.737 38.845  0.489
H 15.250 23.333 41.965  0.466
H 10.152 22.891 42.693  0.516
H 9.315 23.524 40.203  0.550
H 14.202 25.750 39.652  0.480
H 11.613 22.929 43.517  0.467
H 11.700 21.574 38.406  0.475
H 11.555 26.347 42.416  0.444
H 10.665 24.270 43.653  0.464
H 7.166 22.998 38.819  0.510
H 11.015 25.091 36.863  0.449


Entry 4:
A molecular structure, C23H25ClN2PSeTl, computed with ωB97M-V with the def2-TZVPD basis set.

Results
Charge: +2
Gap between HOMO and LUMO (alpha / beta) (eV): 5.133 / 5.022
HOMO energy (alpha / beta) (Eh): -0.5229 / -0.5200

Each line ends with the Löwdin charge.
Positions of all 54 atoms, in Å:
Tl -0.135 0.074 0.273  0.660
Se -2.535 0.039 2.296  0.751
Cl 0.064 -2.573 0.339  -0.086
P 0.494 2.469 -0.871  0.997
N -1.648 -2.450 3.446  -0.112
N -3.154 -2.745 1.877  -0.117
C -1.452 4.637 -3.710  -0.036
C -2.673 3.956 -3.799  -0.031
C -0.784 3.193 -1.900  -0.385
C 0.268 4.912 0.486  -0.092
C 3.160 0.890 -3.520  -0.049
C -2.712 -3.994 2.283  -0.006
C 3.149 3.041 -1.731  -0.060
C 0.545 5.760 1.561  -0.052
C -2.055 2.601 -1.891  -0.099
C 4.323 2.665 -2.378  -0.043
C -1.780 -3.816 3.248  -0.002
C -2.490 -1.767 2.586  -0.707
C 1.940 4.067 2.571  -0.050
C 4.337 1.577 -3.253  -0.037
C 1.978 1.238 -2.860  -0.096
C 1.387 5.353 2.599  -0.026
C -0.477 -1.849 4.069  -0.026
C 1.967 2.299 -1.944  -0.359
C 1.687 3.213 1.505  -0.105
C -3.809 -2.529 0.609  -0.028
C -0.497 4.258 -2.774  -0.069
C 0.864 3.645 0.444  -0.381
C -2.984 2.963 -2.871  -0.051
H 0.091 6.748 1.573  0.123
H -3.946 2.452 -2.915  0.121
H -3.067 -4.885 1.795  0.147
H -2.289 1.825 -1.147  0.080
H 2.587 3.741 3.386  0.122
H -4.057 -1.461 0.488  0.066
H -4.724 -3.137 0.586  0.115
H -0.755 -0.856 4.443  0.081
H -2.779 4.661 0.967  0.043
H -0.439 5.205 -0.293  0.099
H 5.265 1.290 -3.753  0.128
H 3.131 3.873 -1.021  0.115
H -1.226 5.452 -4.391  0.124
H -3.382 4.211 -4.593  0.128
H -1.177 -4.545 3.752  0.144
H -0.151 -2.488 4.898  0.113
H 0.483 4.746 -2.737  0.128
H -3.139 -2.853 -0.212  0.103
H 2.116 2.202 1.480  0.105
H 1.059 0.657 -3.013  0.111
H 0.328 -1.777 3.315  0.080
H 5.233 3.237 -2.193  0.124
H 3.148 0.067 -4.243  0.126
H -2.353 4.839 1.562  0.039
H 1.631 6.046 3.408  0.128


Entry 5:
A molecular structure, C48H48BN4O8P2S2TeTi, computed with ωB97M-V with the def2-TZVPD basis set.

Results
Charge: +1
Gap between HOMO and LUMO (eV): 5.605
HOMO energy (Eh): -0.3152

Each line ends with the Löwdin charge.
Positions of all 115 atoms, in Å:
Te 0.929 -0.438 -3.507  1.345
Ti 0.013 0.255 1.187  0.853
S 2.029 -0.346 2.777  0.581
S -1.192 -0.293 3.608  0.579
P -0.065 -1.536 -0.636  0.908
P 1.993 0.423 -0.583  0.893
O 1.345 0.947 2.449  -0.406
O -0.774 -0.996 2.348  -0.414
O -2.806 0.332 1.565  0.047
O -1.087 1.147 3.376  -0.303
O 1.602 -1.248 1.692  -0.367
O -2.443 -0.746 4.128  -0.227
O -2.804 0.882 -0.614  0.064
O 3.430 -0.232 2.994  -0.216
N 2.087 -4.842 -5.376  0.055
N -0.728 3.034 -1.060  0.074
N -4.460 4.170 0.773  0.236
N 0.111 3.269 1.731  0.062
C -5.244 0.546 -0.994  0.001
C -0.400 5.140 0.212  -0.104
C -2.158 -1.278 -2.528  -0.158
C 2.349 -1.241 5.311  -0.026
C 0.023 -3.107 0.305  -0.377
C -5.237 -0.123 1.780  0.026
C -1.206 -4.557 1.792  -0.063
C 1.128 -3.937 0.411  -0.081
C 1.410 -2.344 -4.331  -0.515
C -1.898 -3.865 -3.458  -0.066
C 3.803 0.858 -2.628  -0.159
C 3.634 -0.051 0.112  -0.405
C 4.265 2.908 -3.788  -0.071
C 1.218 -4.050 -5.991  -0.157
C -1.150 -3.434 0.988  -0.105
C -1.132 -3.441 -2.383  -0.078
C 0.638 -1.416 6.993  -0.037
C 1.074 -5.062 1.222  -0.067
C 2.325 -3.165 -3.687  -0.132
C -4.080 0.230 1.114  -0.198
C 1.456 -1.063 -1.499  -0.818
C -6.410 0.184 -0.329  -0.082
C 4.519 1.557 -3.577  -0.059
C 0.850 -2.799 -5.518  -0.135
C 1.397 -0.853 4.379  -0.195
C -2.205 4.179 1.723  -0.071
C -3.085 4.780 0.628  -0.264
C -0.699 4.496 1.574  -0.325
C 4.462 0.968 0.579  -0.109
C 0.065 -0.759 4.764  -0.218
C -2.809 -3.011 -4.055  -0.072
C 3.309 3.548 -3.023  -0.082
C -6.407 -0.138 1.027  -0.076
C -0.319 -1.041 6.064  -0.028
C 6.205 -0.623 0.992  -0.075
C -0.083 -5.366 1.922  -0.075
C 2.608 2.849 -2.043  -0.108
C -2.944 -1.713 -3.581  -0.078
C 2.630 -4.395 -4.247  -0.148
C -2.621 4.571 -0.816  -0.085
C 4.101 -1.355 0.094  -0.100
C -1.257 -2.139 -1.904  -0.384
C -4.084 0.568 -0.241  -0.222
C 5.742 0.685 1.017  -0.073
C 2.834 1.495 -1.846  -0.436
C 1.967 -1.527 6.613  -0.035
C -1.083 4.445 -0.965  -0.350
C 5.384 -1.642 0.535  -0.062
B -1.959 0.694 0.497  -0.524
H -0.154 2.776 2.579  0.046
H -1.370 -0.975 6.307  0.121
H -4.809 4.269 1.728  0.176
H 3.108 4.599 -3.182  0.102
H 7.208 -0.852 1.330  0.105
H -2.219 -0.256 -2.196  0.076
H 0.683 5.135 0.071  0.121
H 5.278 1.046 -4.155  0.113
H -0.122 -6.236 2.565  0.105
H 0.348 -1.634 8.012  0.117
H -2.121 -4.809 2.313  0.109
H -2.554 4.555 2.688  0.131
H 1.897 3.388 -1.432  0.072
H -0.419 -4.118 -1.931  0.112
H 2.026 -3.712 -0.149  0.094
H -0.431 5.226 2.348  0.144
H -2.296 3.092 1.736  0.109
H -0.798 4.990 -1.873  0.143
H 3.383 -1.288 5.003  0.120
H -2.020 -2.792 0.880  0.113
H 0.792 -4.443 -6.907  0.105
H 0.131 -2.197 -6.059  0.094
H -5.234 0.786 -2.049  0.121
H -5.126 4.593 0.126  0.177
H -2.984 5.395 -1.433  0.125
H -3.398 -3.348 -4.898  0.107
H 5.746 -2.663 0.517  0.107
H 2.715 -1.830 7.332  0.118
H 6.384 1.479 1.375  0.107
H 2.780 -2.845 -2.758  0.068
H -3.644 -1.035 -4.051  0.103
H 4.812 3.453 -4.545  0.107
H -4.435 3.160 0.557  0.156
H 1.939 -5.706 1.310  0.107
H -3.211 5.848 0.818  0.159
H 3.995 -0.196 -2.474  0.105
H 3.449 -2.140 -0.265  0.073
H -3.027 3.641 -1.213  0.115
H -7.337 -0.418 1.501  0.108
H 1.080 3.548 1.855  0.101
H 4.095 1.989 0.591  0.114
H -7.343 0.131 -0.873  0.107
H -1.771 -4.871 -3.837  0.113
H 0.129 2.822 -0.573  0.009
H 3.347 -5.057 -3.773  0.105
H -0.662 2.725 -2.023  0.098
H -0.728 6.182 0.221  0.129
H -5.212 -0.396 2.825  0.126


Entry 6:
A gas-phase ion, C3H4NOS2 (charge +1), computed with ωB97M-V with the def2-TZVPD basis set.

Results
Charge: +1
Gap between HOMO and LUMO (eV): 7.948
HOMO energy (Eh): -0.5231

Each line ends with the natural charge from an NBO analysis.
Positions of all 11 atoms, in Å:
S -0.382 1.694 -0.335  0.513
S -0.825 -0.371 1.798  0.456
O 1.839 -0.824 1.444  -0.371
N 0.139 -0.791 -1.228  -0.823
C 0.831 -0.409 1.026  0.418
C -1.308 0.972 0.848  -0.457
C 0.762 0.098 -0.406  -0.180
H 0.418 -0.857 -2.276  0.438
H -2.282 1.329 1.208  0.287
H -0.904 -1.202 -1.111  0.424
H 1.713 0.362 -0.970  0.296


Entry 7:
A molecular structure, C4H6CuO2, computed with ωB97M-V with the def2-TZVPD basis set.

Results
Charge: -1
Gap between HOMO and LUMO (alpha / beta) (eV): 3.723 / 3.733
HOMO energy (alpha / beta) (Eh): -0.0268 / -0.0278

Each line ends with the natural charge from an NBO analysis.
Positions of all 13 atoms, in Å:
Cu 1.178 -0.915 2.136  0.525
O 1.070 1.189 2.173  -0.683
O 0.091 -2.480 -1.356  -0.778
C -0.216 0.951 0.164  -0.586
C 0.035 -0.541 0.134  -0.782
C 0.426 1.710 1.267  0.451
C -0.387 -1.146 -1.059  -0.042
H -1.912 -1.250 -1.331  -0.190
H 0.240 2.804 1.303  0.094
H -0.276 -0.579 -2.003  0.127
H -1.289 1.240 0.293  0.201
H 0.067 1.510 -0.762  0.203
H 0.973 -2.493 -0.959  0.459


Entry 8:
A molecular structure, C6H11NO, computed with ωB97M-V with the def2-TZVPD basis set.

Results
Gap between HOMO and LUMO (alpha / beta) (eV): 7.064 / 7.066
HOMO energy (alpha / beta) (Eh): -0.2335 / -0.2336

Each line ends with the natural charge from an NBO analysis.
Positions of all 19 atoms, in Å:
O -1.268 1.045 -1.901  -0.498
N -0.239 -2.045 -0.412  -0.811
C 2.121 -0.148 -0.279  -0.629
C -0.963 0.119 -1.229  0.581
C 0.730 0.146 0.237  -0.196
C -0.328 -0.686 -0.259  0.133
C 0.528 1.548 0.727  -0.633
C -2.060 -0.043 0.490  -0.644
H 2.414 0.552 -1.079  0.192
H -2.778 -0.795 0.164  0.208
H 2.849 -0.017 0.527  0.215
H 1.361 1.834 1.373  0.219
H 0.308 -2.556 0.265  0.404
H 2.236 -1.159 -0.670  0.212
H -2.467 0.961 0.395  0.226
H 0.506 2.277 -0.105  0.185
H -0.867 -2.523 -1.041  0.398
H -1.694 -0.213 1.501  0.225
H -0.389 1.702 1.295  0.213


Ordered total energy results: -4778.7064 -1908.9298 -932.9860 -4375.8189 -5300.1052 -1042.7574 -1946.7633 -365.0397; unit Eh.
Ordered relative energy (zero: lowest compared OMol25 entry of this formula, charge and spin) results: 0.00 4.99 102.05 0.00 104.43 12.95 58.16 120.35; unit kcal/mol.